(1)
This record from the Open Molecules 2025 dataset describes 2 unconnected molecules or ions with the total composition C5H14N at a distorted geometry. The level of theory is the ωB97M-V functional and the def2-TZVPD basis.

## Properties
- <S²> = 0.752
- net charge = +2
- strongest force on any atom (eV Å⁻¹) = 1.45
- E_tot (hartree) = -252.910627
- spin multiplicity = 2
- HOMO (alpha / beta) (eV) = -20.0 / -22.0

Last column: Mulliken charge in e.
CARTESIAN COORDINATES (ANGSTROEM)
C: 1.56 0.48 1.93  -0.781
N: 1.69 -0.01 0.49  -0.141
H: 0.69 -0.02 2.36  0.352
H: 2.46 0.21 2.47  0.376
H: 1.41 1.56 1.92  0.355
H: 0.78 0.14 0.01  0.001
H: 1.89 -1.01 0.45  0.423
H: 2.42 0.52 0.00  0.413
C: -0.87 -0.65 -1.22  0.031
C: -1.37 0.32 -0.34  0.035
C: -1.55 1.72 -0.78  -0.977
C: -0.56 -2.03 -0.84  -1.202
H: -0.65 -0.33 -2.24  0.365
H: -1.64 0.05 0.69  0.466
H: -2.60 2.06 -0.76  0.398
H: -1.04 2.34 -0.02  0.348
H: -1.10 1.92 -1.75  0.331
H: -0.51 -2.24 0.23  0.378
H: 0.36 -2.37 -1.34  0.431
H: -1.36 -2.67 -1.26  0.399

=====

(2)
This record from the Open Molecules 2025 dataset describes a gas-phase ion, C5H14N2 (charge -1) at a distorted geometry. The level of theory is the ωB97M-V functional and the def2-TZVPD basis.

## Properties
- <S²> = 0.751
- net charge = -1
- strongest force on any atom (eV Å⁻¹) = 2.23
- E_tot (hartree) = -308.329723
- spin multiplicity = 2
- HOMO (alpha / beta) (eV) = 1.4 / -4.8

Last column: Mulliken charge in e.
CARTESIAN COORDINATES (ANGSTROEM)
N: 2.75 -1.06 -0.52  -0.772
C: 2.01 -1.24 0.69  -2.665
C: 0.92 -0.22 0.96  -0.986
N: -0.27 -0.40 0.12  0.184
C: -1.03 1.98 -0.44  -1.218
C: -1.35 0.52 0.09  0.119
C: -2.50 0.02 -0.76  -1.764
H: 3.77 -1.11 -0.35  0.750
H: 2.59 -1.90 -1.07  0.898
H: 2.64 -1.15 1.58  0.801
H: 1.65 -2.27 0.85  0.082
H: 0.60 -0.31 2.02  0.254
H: 1.27 0.83 0.90  0.324
H: -0.22 -0.95 -0.75  0.523
H: -0.10 2.40 -0.02  0.342
H: -1.77 2.74 -0.20  0.395
H: -0.91 1.97 -1.54  0.271
H: -1.77 0.61 1.12  0.188
H: -2.72 -0.95 -0.32  0.387
H: -2.12 -0.06 -1.78  0.482
H: -3.45 0.56 -0.59  0.405

=====

(3)
This record from the Open Molecules 2025 dataset describes C5H14N2 in the gas phase at a distorted geometry. The level of theory is the ωB97M-V functional and the def2-TZVPD basis.

## Properties
- strongest force on any atom (eV Å⁻¹) = 5.19
- E_tot (hartree) = -308.355549
- spin multiplicity = 1
- HOMO (eV) = -8.8
- structure (SMILES) = CC[C@@H](N)CNC

Last column: Mulliken charge in e.
CARTESIAN COORDINATES (ANGSTROEM)
C: 0.23 0.32 -2.43  -1.210
C: -0.52 0.54 -1.14  -0.354
C: 0.53 0.48 0.03  -0.027
N: 1.37 1.71 0.20  -0.637
C: -0.22 0.24 1.29  -0.910
N: -1.13 -0.98 1.22  -0.366
C: -0.34 -2.13 0.99  -0.866
H: 0.67 -0.74 -2.36  0.245
H: -0.55 0.34 -3.19  0.387
H: 1.09 0.93 -2.50  0.316
H: -1.05 1.55 -1.12  0.335
H: -1.29 -0.29 -0.86  0.335
H: 1.25 -0.42 -0.21  0.350
H: 0.68 2.53 -0.12  0.323
H: 2.11 1.89 -0.40  0.302
H: 0.48 0.05 2.16  0.350
H: -0.88 1.16 1.43  0.282
H: -1.71 -1.10 2.06  0.277
H: -0.27 -2.35 -0.10  0.203
H: 0.62 -2.17 1.45  0.297
H: -0.82 -3.10 1.31  0.369

=====

(4)
This record from the Open Molecules 2025 dataset describes 2 unconnected molecules or ions with the total composition C5H14N2 at a distorted geometry. The level of theory is the ωB97M-V functional and the def2-TZVPD basis.

## Properties
- strongest force on any atom (eV Å⁻¹) = 4.89
- E_tot (hartree) = -308.099399
- spin multiplicity = 1
- HOMO (eV) = -7.1

Last column: Mulliken charge in e.
CARTESIAN COORDINATES (ANGSTROEM)
N: 2.28 0.44 -0.53  -0.483
C: 1.83 0.61 -1.89  -0.402
C: -1.54 -0.61 -1.27  -0.700
N: -1.89 0.32 -0.06  -0.412
C: 0.05 -0.99 1.06  -1.270
C: -0.65 0.37 0.74  0.674
C: -0.98 0.91 2.27  -1.327
H: 0.90 0.08 -2.08  -0.010
H: 2.58 -0.54 -0.58  0.223
H: 1.70 1.80 -1.81  0.208
H: 2.47 0.36 -2.73  0.390
H: -0.67 -1.28 -1.13  0.244
H: -2.39 -1.27 -1.53  0.288
H: -1.48 0.12 -2.11  0.306
H: -0.57 -1.84 0.87  0.519
H: 0.92 -1.28 0.38  0.222
H: 0.50 -1.18 2.14  0.250
H: 0.05 1.12 0.33  0.248
H: -1.65 0.14 2.62  0.375
H: -0.05 0.80 2.89  0.350
H: -1.42 1.93 2.41  0.306

=====

(5)
This record from the Open Molecules 2025 dataset describes C5H14N2 in the gas phase at a distorted geometry. The level of theory is the ωB97M-V functional and the def2-TZVPD basis.

## Properties
- strongest force on any atom (eV Å⁻¹) = 3.36
- E_tot (hartree) = -308.338701
- spin multiplicity = 1
- HOMO (eV) = -8.8
- structure (SMILES) = CCCCNCN

Last column: Mulliken charge in e.
CARTESIAN COORDINATES (ANGSTROEM)
C: 2.69 -0.62 -0.38  -0.915
C: 1.61 -0.58 -1.50  -0.445
C: 0.83 0.72 -1.58  -0.558
C: -0.19 0.93 -0.47  -0.657
N: -1.05 -0.18 0.09  -0.449
C: -1.95 0.27 1.11  -0.351
N: -1.98 -0.60 2.38  -0.581
H: 3.42 0.31 -0.24  0.238
H: 2.08 -0.71 0.60  0.210
H: 3.36 -1.56 -0.21  0.304
H: 2.08 -0.82 -2.51  0.311
H: 0.81 -1.46 -1.35  0.213
H: 0.23 0.93 -2.61  0.306
H: 1.47 1.59 -1.67  0.345
H: 0.41 1.37 0.35  0.382
H: -0.83 1.77 -0.89  0.327
H: -0.38 -0.84 0.59  0.281
H: -2.99 0.34 0.68  0.235
H: -1.65 1.35 1.34  0.341
H: -1.88 -0.01 3.17  0.214
H: -2.83 -1.21 2.32  0.248

=====

(6)
This record from the Open Molecules 2025 dataset describes C5H14N2 in the gas phase at a distorted geometry. The level of theory is the ωB97M-V functional and the def2-TZVPD basis.

## Properties
- strongest force on any atom (eV Å⁻¹) = 1.38
- E_tot (hartree) = -308.397361
- spin multiplicity = 1
- HOMO (eV) = -8.9
- structure (SMILES) = C[C@@H](N)CCCN

Last column: Mulliken charge in e.
CARTESIAN COORDINATES (ANGSTROEM)
C: -0.68 -0.07 -1.77  -1.201
C: -0.19 -1.28 -1.00  0.537
N: 0.55 -2.19 -1.85  -0.681
C: 0.57 -0.89 0.28  -0.802
C: -0.19 0.02 1.26  -0.832
C: -0.11 1.54 1.04  -0.380
N: 0.17 2.24 2.30  -0.657
H: 0.11 0.35 -2.38  0.334
H: -1.20 0.63 -1.13  0.257
H: -1.45 -0.32 -2.51  0.335
H: -1.05 -1.83 -0.67  0.190
H: 1.03 -2.91 -1.33  0.239
H: 1.25 -1.76 -2.45  0.245
H: 1.57 -0.50 0.08  0.284
H: 0.76 -1.82 0.83  0.347
H: -1.18 -0.41 1.43  0.271
H: 0.32 -0.13 2.20  0.439
H: -1.04 1.85 0.55  0.224
H: 0.68 1.75 0.32  0.373
H: -0.67 2.67 2.68  0.241
H: 0.76 3.05 2.12  0.236

=====

(7)
This record from the Open Molecules 2025 dataset describes C5H14N2 in the gas phase at a distorted geometry. The level of theory is the ωB97M-V functional and the def2-TZVPD basis.

## Properties
- strongest force on any atom (eV Å⁻¹) = 3.88
- E_tot (hartree) = -308.335730
- spin multiplicity = 1
- HOMO (eV) = -9.1
- structure (SMILES) = NCCCCCN

Last column: Mulliken charge in e.
CARTESIAN COORDINATES (ANGSTROEM)
N: 1.81 2.33 -0.66  -0.581
C: 0.60 1.67 -1.09  -0.591
C: -0.49 1.25 -0.10  -0.287
C: -0.01 0.36 1.17  -0.634
C: 0.44 -1.05 0.72  -0.450
C: -0.71 -2.18 0.55  -0.777
N: -1.36 -2.19 -0.77  -0.598
H: 1.56 3.32 -0.52  0.233
H: 2.51 2.34 -1.33  0.221
H: 0.86 0.62 -1.43  0.281
H: 0.26 2.24 -2.05  0.294
H: -1.30 0.60 -0.60  0.120
H: -1.00 2.18 0.45  0.287
H: 0.90 0.67 1.79  0.357
H: -0.91 0.26 1.77  0.302
H: 1.15 -1.04 -0.20  0.199
H: 1.11 -1.33 1.59  0.326
H: -0.13 -3.05 0.66  0.443
H: -1.37 -2.28 1.42  0.330
H: -1.62 -3.17 -0.85  0.259
H: -2.28 -1.56 -0.55  0.266

=====

(8)
This record from the Open Molecules 2025 dataset describes C5H14N2 in the gas phase at a distorted geometry. The level of theory is the ωB97M-V functional and the def2-TZVPD basis.

## Properties
- strongest force on any atom (eV Å⁻¹) = 2.64
- E_tot (hartree) = -308.359417
- spin multiplicity = 1
- HOMO (eV) = -8.2
- structure (SMILES) = CNCCCCN

Last column: Mulliken charge in e.
CARTESIAN COORDINATES (ANGSTROEM)
C: 0.40 1.75 -2.20  -0.960
N: 0.04 0.97 -1.02  -0.289
C: 1.15 0.08 -0.63  -0.655
C: 1.17 -0.41 0.83  -0.681
C: 0.11 -1.53 1.16  -0.618
C: -1.25 -0.93 1.53  -0.434
N: -2.09 -0.46 0.44  -0.556
H: 1.16 2.56 -2.01  0.285
H: -0.44 2.27 -2.67  0.314
H: 0.77 1.09 -2.95  0.350
H: -0.23 1.54 -0.17  0.288
H: 2.11 0.69 -0.85  0.344
H: 1.17 -0.77 -1.31  0.300
H: 1.10 0.36 1.61  0.310
H: 2.14 -0.88 1.00  0.328
H: 0.52 -2.08 2.00  0.348
H: 0.14 -2.34 0.38  0.299
H: -1.73 -1.71 2.11  0.289
H: -1.29 -0.14 2.31  0.313
H: -1.98 0.08 -0.39  0.245
H: -2.97 -0.14 0.83  0.180

=====

What did the fourth record say?
This record from the Open Molecules 2025 dataset describes 2 unconnected molecules or ions with the total composition C5H14N2 at a distorted geometry. The level of theory is the ωB97M-V functional and the def2-TZVPD basis.

## Properties
- strongest force on any atom (eV Å⁻¹) = 4.89
- E_tot (hartree) = -308.099399
- spin multiplicity = 1
- HOMO (eV) = -7.1

Last column: Mulliken charge in e.
CARTESIAN COORDINATES (ANGSTROEM)
N: 2.28 0.44 -0.53  -0.483
C: 1.83 0.61 -1.89  -0.402
C: -1.54 -0.61 -1.27  -0.700
N: -1.89 0.32 -0.06  -0.412
C: 0.05 -0.99 1.06  -1.270
C: -0.65 0.37 0.74  0.674
C: -0.98 0.91 2.27  -1.327
H: 0.90 0.08 -2.08  -0.010
H: 2.58 -0.54 -0.58  0.223
H: 1.70 1.80 -1.81  0.208
H: 2.47 0.36 -2.73  0.390
H: -0.67 -1.28 -1.13  0.244
H: -2.39 -1.27 -1.53  0.288
H: -1.48 0.12 -2.11  0.306
H: -0.57 -1.84 0.87  0.519
H: 0.92 -1.28 0.38  0.222
H: 0.50 -1.18 2.14  0.250
H: 0.05 1.12 0.33  0.248
H: -1.65 0.14 2.62  0.375
H: -0.05 0.80 2.89  0.350
H: -1.42 1.93 2.41  0.306

=====

Copy entry 3 word for word.
This record from the Open Molecules 2025 dataset describes C5H14N2 in the gas phase at a distorted geometry. The level of theory is the ωB97M-V functional and the def2-TZVPD basis.

## Properties
- strongest force on any atom (eV Å⁻¹) = 5.19
- E_tot (hartree) = -308.355549
- spin multiplicity = 1
- HOMO (eV) = -8.8
- structure (SMILES) = CC[C@@H](N)CNC

Last column: Mulliken charge in e.
CARTESIAN COORDINATES (ANGSTROEM)
C: 0.23 0.32 -2.43  -1.210
C: -0.52 0.54 -1.14  -0.354
C: 0.53 0.48 0.03  -0.027
N: 1.37 1.71 0.20  -0.637
C: -0.22 0.24 1.29  -0.910
N: -1.13 -0.98 1.22  -0.366
C: -0.34 -2.13 0.99  -0.866
H: 0.67 -0.74 -2.36  0.245
H: -0.55 0.34 -3.19  0.387
H: 1.09 0.93 -2.50  0.316
H: -1.05 1.55 -1.12  0.335
H: -1.29 -0.29 -0.86  0.335
H: 1.25 -0.42 -0.21  0.350
H: 0.68 2.53 -0.12  0.323
H: 2.11 1.89 -0.40  0.302
H: 0.48 0.05 2.16  0.350
H: -0.88 1.16 1.43  0.282
H: -1.71 -1.10 2.06  0.277
H: -0.27 -2.35 -0.10  0.203
H: 0.62 -2.17 1.45  0.297
H: -0.82 -3.10 1.31  0.369

=====

- Look up the strongest force on any atom of the second one.
  2.23 eV Å⁻¹